Entry 1:
Molecular formula: C25H22BF3N2
Method: DFT, the ωB97M-V functional and the def2-TZVPD basis

Each line ends with the Mulliken charge.
Geometry (Å):
C 4.32 3.96 0.80  -0.98
N 3.20 3.37 0.08  0.14
C 2.17 2.65 0.67  -0.39
C 1.29 2.24 -0.29  -1.18
C 1.78 2.71 -1.54  1.20
C 2.98 3.42 -1.30  0.51
C 3.69 4.00 -2.36  -1.06
C 3.19 3.86 -3.62  -0.86
C 2.01 3.16 -3.86  -0.04
B 1.50 3.05 -5.37  0.50
F 0.32 2.31 -5.38  -0.43
F 1.29 4.34 -5.85  -0.42
F 2.50 2.41 -6.11  -0.42
C 1.30 2.58 -2.85  -0.64
H 4.99 4.47 0.10  0.29
H 3.96 4.69 1.52  0.32
H 4.88 3.19 1.32  0.32
H 2.09 2.46 1.72  0.40
H 0.40 1.66 -0.13  0.65
H 4.60 4.53 -2.17  0.18
H 3.71 4.29 -4.46  0.40
H 0.39 2.05 -3.07  0.52
C -0.86 -0.86 5.37  -0.92
N -1.19 -1.32 4.03  0.14
C -1.41 -0.51 2.96  -0.89
C -1.70 -1.29 1.82  1.00
C -2.03 -0.72 0.58  -0.61
C -2.20 -1.36 -0.68  0.64
C -1.46 -2.49 -1.07  -0.61
C -1.65 -3.08 -2.30  -0.71
C -2.59 -2.56 -3.18  -0.38
C -3.32 -1.43 -2.83  -0.68
C -3.12 -0.83 -1.61  -0.41
C -1.70 -2.67 2.28  1.01
C -2.02 -3.89 1.66  -0.30
C -1.94 -5.05 2.39  -0.82
C -1.57 -5.03 3.73  -0.70
C -1.29 -3.85 4.37  -0.82
C -1.36 -2.66 3.64  0.02
H -0.73 -1.70 6.05  0.29
H 0.07 -0.29 5.35  0.35
H -1.65 -0.23 5.76  0.35
H -1.37 0.56 2.98  0.51
H -2.20 0.35 0.60  0.40
H -0.69 -2.87 -0.41  0.78
H -1.06 -3.94 -2.59  0.41
H -2.75 -3.02 -4.14  0.42
H -4.05 -1.03 -3.51  0.42
H -3.69 0.04 -1.34  0.42
H -2.35 -3.91 0.64  0.55
H -2.17 -5.99 1.92  0.42
H -1.50 -5.96 4.28  0.41
H -1.01 -3.83 5.41  0.29

Properties
relative energy (zero: lowest compared OMol25 entry of this formula, charge and spin)	0.00	kcal/mol
charge	0
HOMO level	-6.3	eV



Entry 2:
Molecular formula: C3H12N2S
Method: DFT, the ωB97M-V functional and the def2-TZVPD basis

Each line ends with the Mulliken charge.
Geometry (Å):
C -0.52 -0.67 1.48  -0.59
C 1.00 -0.73 1.38  -0.58
S 1.59 -0.99 -0.34  -0.28
N -1.19 -1.87 0.96  -0.58
H -0.93 0.17 0.90  0.25
H -0.78 -0.51 2.53  0.37
H 1.39 -1.58 1.95  0.36
H 1.44 0.18 1.83  0.33
H -1.00 -2.67 1.56  0.25
H -0.74 -2.06 0.07  0.27
C 0.41 1.73 -1.39  -1.00
N -0.82 1.04 -1.81  -0.46
H 0.65 1.49 -0.35  0.31
H 1.30 1.42 -1.94  0.41
H 0.34 2.83 -1.41  0.35
H -1.64 1.58 -1.56  0.20
H 0.28 -0.12 -1.09  0.17
H -0.78 0.77 -2.78  0.22

Properties
relative energy (zero: lowest compared OMol25 entry of this formula, charge and spin)	36.05	kcal/mol
charge	0
HOMO level	-8.4	eV



Entry 3:
Molecular formula: C4H13NO3
Method: DFT, the ωB97M-V functional and the def2-TZVPD basis

Each line ends with the Mulliken charge.
Geometry (Å):
C 0.53 0.05 1.26  -0.91
C 0.65 0.86 -0.04  0.85
C 1.29 2.21 0.18  -1.62
O 1.33 0.14 -1.11  -0.64
N -0.61 -0.86 1.24  -0.34
C -0.39 -2.18 0.61  -0.29
O -0.44 -2.06 -0.80  -0.59
H 0.29 0.82 2.01  0.36
H 1.46 -0.45 1.56  0.42
H -0.40 0.98 -0.48  0.10
H 1.02 2.78 1.09  0.37
H 1.04 2.97 -0.58  0.35
H 2.37 2.33 0.29  0.37
H 1.72 -0.68 -0.79  0.33
H -1.40 -0.38 0.87  0.25
H 0.56 -2.49 1.03  0.32
H -1.18 -2.99 0.74  0.22
H -0.03 -1.26 -1.14  0.47
H -2.49 -0.47 -1.41  0.32
H -2.56 0.30 -2.74  0.32
O -2.76 0.37 -1.80  -0.65

Properties
relative energy (zero: lowest compared OMol25 entry of this formula, charge and spin)	49.75	kcal/mol
charge	0
HOMO level	-9.1	eV
SMILES	C[C@@H](O)CNCO.O



Entry 4:
Molecular formula: C12H14N4PdS2
Method: DFT, the ωB97M-V functional and the def2-TZVPD basis

Each line ends with the Mulliken charge.
Geometry (Å):
Pd -0.93 -0.97 0.61  0.30
N -0.41 0.82 -0.51  -0.40
C 0.70 0.66 -1.47  -0.39
C 0.25 0.06 -2.79  -0.87
C -0.35 -1.35 -2.75  -0.53
C -1.82 -1.44 -2.34  -0.71
N -2.00 -1.96 -0.97  -0.50
H -1.20 1.28 -0.97  0.23
H -0.13 1.46 0.23  0.15
H 1.45 0.02 -1.00  0.25
H 1.18 1.62 -1.66  0.41
H 1.12 0.05 -3.44  0.39
H -0.47 0.74 -3.27  0.34
H 0.25 -1.98 -2.08  0.38
H -0.24 -1.78 -3.74  0.30
H -2.36 -2.08 -3.05  0.38
H -2.29 -0.46 -2.39  0.41
H -1.69 -2.93 -0.93  0.27
H -2.98 -1.97 -0.72  0.25
S -2.17 0.24 4.10  -0.28
C -0.81 0.33 3.18  0.00
C -0.17 1.61 2.94  -0.26
C 1.07 1.73 2.40  0.35
C 1.64 3.04 2.22  -0.25
N 2.06 4.10 2.06  -0.49
C 1.82 0.57 1.99  0.85
C 1.21 -0.66 2.09  -0.51
C -0.13 -0.81 2.56  -0.38
S -0.87 -2.37 2.40  -0.26
C 3.11 0.69 1.39  0.03
N 4.13 0.78 0.86  -0.54
H -0.70 2.50 3.27  0.53
H 1.75 -1.55 1.78  0.52

Properties
relative energy (zero: lowest compared OMol25 entry of this formula, charge and spin)	2.49	kcal/mol
charge	0
HOMO level (spin up / spin down)	-7.9 / -7.9	eV



Entry 5:
Molecular formula: C8H12N3S
Method: DFT, the ωB97M-V functional and the def2-TZVPD basis

Each line ends with the Mulliken charge.
Geometry (Å):
C 2.75 -0.97 -1.11  -0.41
C 1.42 -0.99 -1.35  -0.54
C 1.94 0.47 0.33  0.84
C -1.29 -0.84 0.38  0.79
C -1.25 1.39 -0.95  -0.61
C -2.73 1.14 -0.90  -0.56
C 1.61 1.34 1.49  -1.18
C -0.92 -2.04 1.24  -1.19
N 3.03 -0.07 -0.08  -0.65
N 0.88 -0.05 -0.44  0.04
N -0.48 0.01 -0.22  -0.15
S -2.95 -0.38 0.23  -0.06
H 3.59 -1.49 -1.57  0.45
H 0.86 -1.51 -1.99  0.57
H -0.71 1.46 -1.83  0.45
H -1.00 2.19 -0.40  0.37
H -3.27 1.89 -0.51  0.46
H -3.26 0.78 -1.76  0.35
H 0.84 0.97 2.00  0.38
H 2.54 1.33 2.07  0.35
H 1.24 2.40 1.08  0.23
H -1.61 -2.96 0.89  0.38
H -1.41 -1.93 2.19  0.41
H 0.19 -2.16 1.18  0.30

Properties
relative energy (zero: lowest compared OMol25 entry of this formula, charge and spin)	69.46	kcal/mol
charge	+1
HOMO level	-12.6	eV



Entry 6:
Molecular formula: C99H209N11O11
Method: DFT, the ωB97M-V functional and the def2-TZVPD basis

Each line ends with the Mulliken charge.
Geometry (Å):
C -1.35 -7.29 1.66  -1.51
C -1.73 -6.20 0.65  2.11
C -0.54 -5.89 -0.25  0.81
C -0.38 -6.89 -1.39  -1.10
C -1.69 -7.13 -2.16  -1.08
C -2.77 -7.61 -1.12  1.31
N -2.88 -6.49 -0.18  0.55
O -4.03 -6.67 0.68  -0.39
C -4.13 -7.78 -1.84  -1.91
C -2.32 -9.06 -0.66  -1.64
C -2.06 -4.91 1.49  -0.52
H -0.83 -8.08 1.11  0.37
H -2.18 -7.71 2.21  0.40
H -0.71 -6.77 2.38  0.24
H -0.73 -4.95 -0.72  -0.65
H 0.37 -5.84 0.34  -0.54
H -0.02 -7.88 -1.12  0.26
H 0.43 -6.43 -2.04  0.46
H -1.49 -7.96 -2.88  0.40
H -2.03 -6.25 -2.67  0.29
H -4.51 -6.82 -2.19  0.31
H -3.99 -8.49 -2.67  0.50
H -4.93 -8.20 -1.18  0.32
H -2.65 -9.71 -1.47  0.40
H -1.27 -9.17 -0.62  0.44
H -2.60 -9.46 0.31  0.24
H -2.81 -4.25 1.07  -0.75
H -1.14 -4.36 1.66  -0.77
H -2.41 -5.20 2.50  0.87
H -3.86 -7.41 1.25  0.31
C -4.25 3.41 1.28  -1.67
C -3.61 4.68 0.70  2.00
C -2.63 4.26 -0.37  -0.90
C -2.16 5.33 -1.33  1.00
C -3.39 5.86 -2.00  -2.17
C -4.42 6.41 -0.99  2.18
N -4.76 5.33 -0.02  0.11
O -5.59 5.85 0.97  -0.55
C -3.90 7.69 -0.41  -1.69
C -5.63 6.67 -1.91  -2.11
C -3.02 5.57 1.84  -1.72
H -4.67 3.68 2.19  0.84
H -3.47 2.64 1.36  -0.38
H -4.94 3.05 0.51  0.65
H -1.92 3.67 0.19  -0.29
H -3.25 3.69 -1.05  0.72
H -1.47 4.95 -2.10  -0.94
H -1.56 6.19 -0.96  -0.04
H -3.76 5.08 -2.70  0.37
H -3.22 6.74 -2.65  0.68
H -4.32 7.73 0.60  0.34
H -2.79 7.73 -0.27  0.21
H -4.14 8.59 -1.02  0.42
H -5.43 7.29 -2.80  0.41
H -6.01 5.76 -2.37  0.42
H -6.43 7.18 -1.36  0.47
H -3.86 5.96 2.35  0.70
H -2.27 6.20 1.42  0.28
H -2.42 4.92 2.51  -0.01
H -6.50 5.57 0.75  0.39
C 2.61 2.69 1.96  0.31
C 2.69 4.21 1.46  0.93
C 4.25 4.54 1.42  -0.34
C 4.59 5.75 0.54  -1.22
C 3.98 5.54 -0.81  -0.94
C 2.45 5.36 -0.73  1.81
N 2.15 4.22 0.09  0.69
O 0.78 3.90 0.11  1.83
C 1.74 6.69 -0.45  -1.32
C 2.00 5.03 -2.12  -1.78
C 1.92 5.14 2.40  -1.50
H 2.97 2.00 1.19  -0.76
H 1.55 2.39 2.14  -1.38
H 3.13 2.62 2.90  0.56
H 4.53 4.81 2.47  0.41
H 4.88 3.70 1.08  -0.16
H 5.71 5.76 0.38  0.42
H 4.23 6.64 0.97  0.46
H 4.40 4.65 -1.36  0.03
H 4.09 6.43 -1.41  0.41
H 0.78 6.48 0.05  -0.12
H 2.31 7.37 0.21  0.24
H 1.51 7.17 -1.41  0.46
H 0.92 4.98 -2.18  0.08
H 2.36 5.75 -2.82  1.02
H 2.29 4.06 -2.44  -0.53
H 0.86 4.93 2.37  0.09
H 2.21 6.15 2.31  0.41
H 2.21 4.88 3.42  0.48
H 0.42 4.43 0.80  -0.55
C -5.49 -2.70 -0.08  -0.39
C -5.93 -2.52 1.40  1.68
C -5.17 -1.34 2.11  -0.72
C -5.69 0.01 1.76  2.01
C -7.20 0.05 2.00  -2.24
C -8.02 -1.07 1.30  2.03
N -7.38 -2.35 1.59  0.30
O -8.04 -3.38 0.91  -0.54
C -9.40 -1.06 1.92  -2.19
C -8.18 -0.72 -0.18  -1.53
C -5.53 -3.81 2.09  -2.10
H -5.49 -1.77 -0.62  0.17
H -6.09 -3.43 -0.63  0.52
H -4.47 -3.12 -0.09  -0.50
H -5.24 -1.53 3.19  0.82
H -4.15 -1.45 1.74  -0.90
H -5.43 0.27 0.71  -0.70
H -5.27 0.85 2.40  -0.31
H -7.59 0.94 1.57  0.68
H -7.30 0.12 3.09  0.30
H -9.36 -1.42 2.98  0.42
H -9.75 -0.05 1.95  0.45
H -10.12 -1.72 1.47  0.39
H -8.93 0.11 -0.31  0.41
H -7.24 -0.35 -0.65  0.22
H -8.58 -1.47 -0.82  0.32
H -4.46 -3.97 1.95  0.20
H -6.03 -4.66 1.62  0.58
H -5.79 -3.73 3.12  0.53
H -8.39 -3.94 1.63  0.37
C -3.55 0.37 5.43  -1.67
C -2.09 0.65 5.03  1.90
C -2.03 1.68 3.90  -0.11
C -0.59 2.14 3.62  2.02
C -0.03 2.77 4.85  -2.26
C 0.00 1.81 5.99  1.85
N -1.37 1.22 6.16  0.19
O -1.31 0.26 7.17  -0.51
C 1.10 0.74 5.70  -0.57
C 0.41 2.51 7.32  -2.02
C -1.44 -0.68 4.51  -0.72
H -3.56 -0.49 6.17  0.47
H -4.16 0.07 4.57  0.10
H -4.07 1.23 5.87  0.40
H -2.43 1.28 2.98  -0.97
H -2.69 2.54 4.14  0.50
H -0.58 2.86 2.80  -0.50
H 0.09 1.33 3.31  -0.77
H -0.66 3.58 5.23  0.56
H 0.94 3.20 4.69  0.23
H 2.02 1.23 6.01  0.12
H 0.94 -0.11 6.36  0.26
H 1.18 0.41 4.69  -0.54
H 0.30 1.79 8.15  0.39
H 1.45 2.85 7.23  0.30
H -0.25 3.39 7.40  0.50
H -0.76 -0.54 3.67  -0.82
H -2.23 -1.40 4.25  0.60
H -0.92 -1.11 5.36  0.41
H -1.99 0.48 7.84  0.39
C -0.35 4.98 -7.88  -1.38
C 0.94 5.02 -6.99  1.63
C 0.53 4.78 -5.52  -1.05
C 0.32 3.33 -5.28  1.85
C 1.56 2.56 -5.56  -0.36
C 2.03 2.71 -6.97  2.14
N 2.12 4.13 -7.25  0.09
O 2.59 4.33 -8.59  -0.54
C 3.43 2.06 -7.05  -1.94
C 1.06 1.95 -7.84  -1.20
C 1.54 6.41 -7.14  -2.07
H -0.15 5.17 -8.95  0.40
H -1.08 5.73 -7.54  0.42
H -0.88 4.01 -7.81  0.22
H 1.46 5.10 -5.07  -0.05
H -0.27 5.54 -5.35  0.59
H -0.54 2.95 -5.84  -0.04
H 0.08 3.21 -4.20  -1.42
H 1.48 1.51 -5.27  -0.28
H 2.41 2.90 -4.95  0.00
H 3.61 1.84 -8.08  0.52
H 4.22 2.69 -6.57  0.25
H 3.48 1.06 -6.63  0.17
H 1.38 1.93 -8.91  0.50
H 1.02 0.90 -7.58  0.12
H 0.02 2.38 -7.78  -0.13
H 2.30 6.61 -6.42  0.38
H 0.68 7.08 -6.97  0.41
H 2.05 6.57 -8.08  0.43
H 1.79 4.12 -9.12  0.42
C 3.92 -4.47 3.28  -1.76
C 2.46 -4.72 3.83  2.07
C 2.24 -6.22 4.33  -0.86
C 2.86 -6.52 5.64  -0.89
C 2.34 -5.50 6.63  -1.57
C 2.61 -4.08 6.23  1.68
N 2.09 -3.82 4.92  -0.12
O 2.37 -2.49 4.53  1.73
C 1.94 -3.16 7.24  -1.83
C 4.14 -3.80 6.35  -1.38
C 1.52 -4.44 2.64  -1.07
H 4.06 -3.48 2.89  -0.07
H 4.08 -5.25 2.50  0.50
H 4.67 -4.66 4.03  0.52
H 1.16 -6.42 4.47  0.25
H 2.60 -6.89 3.49  0.35
H 3.94 -6.50 5.60  0.41
H 2.58 -7.54 5.92  0.46
H 2.81 -5.67 7.61  0.40
H 1.24 -5.58 6.74  0.39
H 2.08 -3.42 8.29  0.47
H 2.35 -2.15 7.09  0.11
H 0.83 -3.24 7.06  0.38
H 4.40 -2.87 5.87  -0.29
H 4.37 -3.71 7.42  0.57
H 4.73 -4.62 5.97  0.33
H 1.65 -3.44 2.32  -1.27
H 0.48 -4.43 3.01  0.50
H 1.64 -5.14 1.81  0.24
H 1.47 -2.07 4.49  -0.47
C 0.06 -1.71 -5.96  -0.68
C -1.38 -1.73 -6.57  2.42
C -1.88 -3.12 -6.31  -1.62
C -3.37 -3.36 -6.49  -1.01
C -4.16 -2.38 -5.62  -1.10
C -3.75 -0.93 -5.82  1.54
N -2.26 -0.86 -5.69  0.69
O -1.78 0.47 -5.88  -0.30
C -4.33 -0.42 -7.14  -1.83
C -4.27 -0.16 -4.69  -1.03
C -1.35 -1.37 -8.09  -1.80
H -0.02 -1.33 -4.90  -0.40
H 0.72 -0.96 -6.46  0.04
H 0.58 -2.67 -6.06  0.39
H -1.39 -3.71 -7.08  0.51
H -1.59 -3.42 -5.31  0.37
H -3.65 -4.37 -6.29  0.58
H -3.72 -3.28 -7.54  0.37
H -3.77 -2.71 -4.66  -0.08
H -5.22 -2.58 -5.83  0.65
H -5.43 -0.42 -6.90  0.47
H -4.07 0.62 -7.31  0.21
H -4.11 -1.07 -7.96  0.44
H -3.87 -0.56 -3.76  -0.31
H -3.91 0.90 -4.83  0.16
H -5.40 -0.16 -4.68  0.64
H -1.92 -2.11 -8.64  0.48
H -0.32 -1.61 -8.37  0.50
H -1.68 -0.37 -8.31  0.18
H -1.43 0.65 -4.99  0.11
C -1.54 1.32 -2.52  -1.43
C -1.69 0.10 -1.57  2.98
C -1.42 -1.11 -2.44  1.04
C -1.16 -2.42 -1.72  -0.74
C 0.00 -2.19 -0.81  -0.19
C -0.25 -1.06 0.09  2.64
N -0.55 0.24 -0.65  0.85
O -0.92 1.20 0.32  2.95
C -1.24 -1.46 1.22  0.14
C 1.15 -0.81 0.82  0.54
C -3.13 0.05 -0.98  -0.75
H -0.55 1.36 -2.99  -0.27
H -1.68 2.31 -2.04  -0.62
H -2.28 1.24 -3.29  0.14
H -2.31 -1.21 -3.08  -1.21
H -0.65 -0.86 -3.15  -1.56
H -0.91 -3.15 -2.48  1.47
H -2.04 -2.73 -1.16  -0.54
H 0.94 -2.05 -1.34  -0.27
H 0.14 -3.05 -0.21  0.11
H -1.72 -0.58 1.66  -0.92
H -2.03 -2.10 0.87  -0.63
H -0.73 -2.05 2.00  -0.08
H 1.41 -1.78 1.27  -0.86
H 1.92 -0.51 0.11  -0.49
H 0.94 -0.07 1.59  -0.84
H -3.85 0.20 -1.80  0.88
H -3.26 0.77 -0.21  -0.57
H -3.27 -1.00 -0.63  -0.58
H -0.17 1.83 0.16  -1.09
C 5.57 -1.15 3.43  -0.82
C 5.90 0.37 3.87  2.65
C 4.77 0.77 4.77  -1.01
C 4.91 0.17 6.16  0.82
C 6.22 0.56 6.81  -2.02
C 7.45 0.22 5.98  1.79
N 7.19 0.63 4.58  0.00
O 8.21 0.08 3.79  -0.52
C 8.61 1.00 6.46  -1.78
C 7.68 -1.26 6.09  -1.61
C 5.94 1.22 2.60  -1.17
H 4.84 -1.00 2.64  -0.27
H 5.02 -1.67 4.21  -0.10
H 6.42 -1.73 3.07  0.40
H 4.74 1.87 4.92  0.73
H 3.79 0.51 4.37  -0.55
H 4.84 -0.95 6.17  -0.96
H 4.12 0.62 6.72  0.69
H 6.34 0.10 7.80  0.57
H 6.28 1.65 6.87  0.36
H 8.97 0.60 7.45  0.36
H 9.43 0.94 5.69  0.32
H 8.35 2.06 6.65  0.34
H 7.54 -1.54 7.12  0.44
H 6.94 -1.83 5.61  0.20
H 8.65 -1.51 5.75  0.40
H 6.32 2.24 2.78  0.52
H 4.96 1.27 2.11  -0.61
H 6.64 0.71 1.93  0.62
H 8.62 0.75 3.25  0.36
C 2.87 1.23 -1.84  1.06
C 4.34 0.66 -1.92  2.25
C 4.49 -0.40 -0.82  -0.80
C 3.80 -1.70 -1.22  0.61
C 4.50 -2.16 -2.46  -2.12
C 4.39 -1.20 -3.62  2.32
N 4.81 0.12 -3.21  -0.08
O 4.49 1.05 -4.20  -0.03
C 5.36 -1.62 -4.74  -2.07
C 2.90 -1.28 -4.22  -1.08
C 5.22 1.83 -1.57  -1.98
H 2.67 1.80 -2.77  -0.69
H 2.74 1.99 -1.06  -0.13
H 2.06 0.46 -1.78  -1.03
H 5.51 -0.67 -0.55  0.51
H 4.10 0.01 0.12  -0.52
H 2.74 -1.47 -1.54  -0.80
H 3.83 -2.49 -0.47  0.63
H 4.02 -3.05 -2.81  0.63
H 5.54 -2.44 -2.24  0.30
H 5.20 -0.94 -5.61  0.25
H 6.38 -1.50 -4.34  0.57
H 5.21 -2.66 -5.05  0.37
H 2.62 -0.57 -5.01  -0.43
H 2.85 -2.27 -4.66  0.70
H 2.09 -1.15 -3.48  0.08
H 4.93 2.22 -0.57  -0.11
H 5.10 2.62 -2.30  0.46
H 6.26 1.48 -1.64  0.62
H 5.32 1.39 -4.57  0.31

Properties
relative energy (zero: lowest compared OMol25 entry of this formula, charge and spin)	0.85	kcal/mol
charge	0
HOMO level	-8.3	eV
SMILES	CC1(C)CCCC(C)(C)N1O.CC1(C)CCCC(C)(C)N1O.CC1(C)CCCC(C)(C)N1O.CC1(C)CCCC(C)(C)N1O.CC1(C)CCCC(C)(C)N1O.CC1(C)CCCC(C)(C)N1O.CC1(C)CCCC(C)(C)N1O.CC1(C)CCCC(C)(C)N1O.CC1(C)CCCC(C)(C)N1O.CC1(C)CCCC(C)(C)N1O.CC1(C)CCCC(C)(C)N1O